Record 1
A 2-piece molecular cluster, C5H16N2O overall in a non-equilibrium geometry. Source: the Open Molecules 2025 dataset; level of theory: ωB97M-V with the def2-TZVPD basis set.

Element x y z (Å)
C -1.03362 3.21278 -0.29794
C -0.63540 1.73717 -0.16665
C -1.06551 0.86730 -1.33369
N -0.47103 -0.45245 -1.41866
C -0.77486 -1.38838 -0.31095
C 0.25406 -1.39422 0.79126
N -0.02633 -2.43408 1.79328
H -1.39736 3.39850 -1.31373
H -1.90954 3.43679 0.31304
H -0.19525 3.87744 -0.07956
H -1.07941 1.31162 0.73858
H 0.43600 1.60951 -0.00824
H -0.85806 1.38029 -2.28857
H -2.15827 0.79284 -1.33586
H 0.53848 -0.32734 -1.40510
H -1.79008 -1.24950 0.07514
H -0.77011 -2.37849 -0.79050
H 1.27647 -1.53892 0.43854
H 0.21053 -0.41918 1.27369
H -0.40136 -2.13166 2.68062
H -0.64531 -3.14852 1.42193
O 3.15941 -0.31474 0.41316
H 2.87632 0.00436 1.27313
H 4.11091 -0.19591 0.37201

Cartesian forces (eV/Å) of the 6 atoms listed first:
-0.4 -0.4 -0.4
0.0 -0.1 0.6
-0.3 0.4 -0.7
0.0 -0.1 0.7
0.2 -0.4 -1.4
-0.4 -0.1 1.1

Results
HOMO energy (eV): -8.3888
HOMO-LUMO gap (eV): 9.0
Charge: 0
Structure (SMILES): CCCNCCN.O



Record 2
One molecule with the formula C4H6N2O. Source: the Open Molecules 2025 dataset; level of theory: ωB97M-V with the def2-TZVPD basis set.

Element x y z (Å)
C -2.35327 -0.08462 0.01517
C -0.87232 0.02192 -0.19955
C 0.10992 0.28640 0.64269
C 1.42092 0.52243 0.53055
N 2.45381 -0.32949 0.83198
N -0.50207 -0.16754 -1.61719
O 0.66841 -0.05242 -1.87710
H -2.79959 -0.68906 -0.78115
H -2.58533 -0.53726 0.98182
H -2.82812 0.90311 -0.01782
H 1.72380 1.54643 0.31084
H 3.33188 -0.10485 0.38794
H 2.23197 -1.31505 0.79184

Cartesian forces (eV/Å) of the 6 atoms listed first:
-0.1 0.0 0.0
0.0 0.0 0.2
0.1 0.0 -0.4
-0.1 0.1 0.2
-0.1 -0.1 -0.1
0.5 0.1 -0.1

Results
HOMO energy (eV): -8.5024
HOMO-LUMO gap (eV): 8.2
Charge: 0
Structure (SMILES): CC(=C=CN)N=O



Record 3
C28H60N3O4Zn as an isolated structure in a non-equilibrium geometry. Source: the Open Molecules 2025 dataset; level of theory: ωB97M-V with the def2-TZVPD basis set.

Element x y z (Å)
Zn -2.13977 0.90574 1.23268
C -2.78703 -0.97177 4.63995
C -2.41699 -0.46815 3.30092
O -3.24079 -0.37872 2.37344
O -1.34740 0.00006 3.01927
H -2.20869 -0.35542 5.32823
H -2.38165 -1.96879 4.81231
H -3.86770 -0.92378 4.77390
C 0.79562 -0.16029 -1.33024
C -0.33160 0.29716 -0.33588
O -0.14152 1.17074 0.54170
O -1.43373 -0.34067 -0.21270
H 1.23072 0.72952 -1.78524
H 0.43938 -0.75719 -2.16982
H 1.55960 -0.56307 -0.66527
C -6.46411 -5.49382 4.88312
C -5.76320 -5.52226 3.55713
C -4.49165 -4.60770 3.50093
N -3.80186 -4.56513 2.13904
C -3.65305 -6.02270 1.52764
C -4.47076 -3.66762 1.08502
C -3.35868 -3.19852 0.14737
C -2.05954 -3.55213 0.79565
C -2.41600 -3.86914 2.26201
H -6.51528 -6.49855 5.30265
H -7.47009 -5.07961 4.95049
H -5.90144 -4.87625 5.58320
H -6.30440 -5.25807 2.64860
H -5.54289 -6.57602 3.38636
H -3.83331 -4.96398 4.29324
H -4.75642 -3.60047 3.82262
H -2.99341 -6.58060 2.19226
H -3.28015 -5.96795 0.50487
H -4.60486 -6.55054 1.46804
H -5.38286 -4.09745 0.67098
H -4.73686 -2.76063 1.62785
H -3.49477 -3.72279 -0.79852
H -3.34717 -2.15023 -0.15105
H -1.53722 -4.39949 0.35152
H -1.38599 -2.71415 0.61613
H -1.80229 -4.62621 2.75018
H -2.41997 -2.96008 2.86342
C 2.97431 1.12995 2.14827
C 4.50046 1.13678 2.12651
C 5.02946 2.56302 2.50667
N 6.58547 2.63216 2.52215
C 7.16877 1.47281 3.30309
C 6.99160 3.90646 3.34802
C 7.03355 5.00699 2.28313
C 7.74492 4.24653 1.21242
C 7.18528 2.85911 1.12170
H 2.50539 0.20748 1.80584
H 2.56104 2.01904 1.67200
H 2.49298 1.11469 3.12613
H 4.82198 0.71577 1.17389
H 4.87986 0.40328 2.83794
H 4.74405 2.75357 3.54124
H 4.63604 3.33311 1.84312
H 6.99187 0.46701 2.92204
H 6.83195 1.69913 4.31473
H 8.24814 1.59337 3.21061
H 7.99655 3.79885 3.75615
H 6.24086 3.98918 4.13393
H 7.32081 6.02559 2.54399
H 6.02835 5.09030 1.86996
H 8.82983 4.30180 1.30199
H 7.43293 4.67269 0.25893
H 7.80790 2.03409 0.77559
H 6.41394 3.11141 0.39404
C -1.81517 0.75299 -8.72669
C -1.22144 1.58196 -7.59650
C -1.87095 1.19863 -6.24830
N -1.16458 1.95567 -4.99496
C 0.22977 1.28679 -4.84209
C -1.94778 1.91489 -3.66899
C -1.35985 3.02865 -2.82631
C -0.74830 4.00904 -3.77105
C -0.95425 3.48306 -5.21624
H -2.89575 0.83818 -8.84154
H -1.69074 -0.32631 -8.63886
H -1.49111 0.99460 -9.73897
H -1.41714 2.64695 -7.72137
H -0.14695 1.44257 -7.47752
H -1.86672 0.12117 -6.08352
H -2.91478 1.44571 -6.05469
H 0.14103 0.39511 -4.22148
H 0.93841 2.04968 -4.51973
H 0.70637 0.99574 -5.77817
H -1.78313 0.87315 -3.39372
H -2.90652 2.02651 -4.17541
H -0.59156 2.66888 -2.14190
H -2.14202 3.35275 -2.13983
H 0.32087 4.16431 -3.62655
H -1.32810 4.90774 -3.56071
H -0.16207 3.61357 -5.95349
H -1.85605 3.96051 -5.59950

Cartesian forces (eV/Å) of the 6 atoms listed first:
1.3 -2.2 0.9
0.4 -0.3 0.4
-1.1 -0.2 0.4
-4.5 0.0 -2.2
5.2 1.9 0.7
-0.4 0.1 0.3

Results
HOMO energy (eV): -16.0042
HOMO-LUMO gap (eV): 8.5
Charge: +3



Record 4
C23H41ClCoN3O5 as an isolated structure in a non-equilibrium geometry. Source: the Open Molecules 2025 dataset; level of theory: ωB97M-V with the def2-TZVPD basis set.

Element x y z (Å)
O 1.25043 -1.32038 -3.23913
C 0.78045 -0.62482 -4.15934
C 0.67369 0.83389 -4.08724
C 0.81281 1.54203 -2.87068
H 0.76029 1.02054 -1.90747
C 1.02002 2.91358 -2.90829
H 1.18298 3.45201 -1.97713
C 1.07235 3.59469 -4.12824
H 1.36524 4.64698 -4.13869
C 0.80006 2.89939 -5.31547
H 0.77694 3.42872 -6.26466
C 0.60123 1.52400 -5.30603
H 0.43568 0.95731 -6.22908
H 0.33921 -1.06891 -5.07596
C -2.78140 -2.06501 -1.53947
C -2.80785 -0.83955 -0.68397
H -3.34813 -1.91337 -2.48891
H -3.15708 -2.96403 -1.01916
H -1.73325 -2.23982 -1.83140
C -3.01455 0.40152 -1.19838
C -4.29379 1.10213 -1.52953
H -2.10765 0.92504 -1.50441
H -4.19743 1.46130 -2.57605
H -4.45555 1.96530 -0.85537
H -5.17894 0.43357 -1.50453
Co -1.71334 -0.60354 0.79728
Cl -3.63367 -0.22200 1.77906
C -1.46856 -0.29615 4.00644
O -0.78798 -0.54676 2.98723
N -1.09598 -0.58272 5.26134
C 0.04719 -1.43925 5.52650
C -1.92980 -0.19051 6.39006
H -2.46014 0.18859 3.93334
H 0.75792 -1.36551 4.70065
H -0.26888 -2.48732 5.63464
H 0.50282 -1.10394 6.46337
H -2.49370 0.70767 6.10929
H -1.29106 0.01234 7.25703
H -2.65750 -0.97418 6.65155
H 4.96280 1.18630 -1.61599
H 4.31873 0.62499 1.18263
C 3.88344 1.40765 -1.64110
C 3.40871 1.11507 0.79039
N 3.14361 0.73282 -0.58218
H 3.48287 1.10187 -2.61269
C 2.63021 -0.50916 -0.77704
O 2.20840 -1.23176 0.13054
H 2.54525 0.80894 1.39357
H 2.60606 -0.77852 -1.84182
H 3.73672 2.48619 -1.53407
H 3.53749 2.20183 0.81006
H 1.14604 -5.47053 1.34882
H 2.32832 -5.06432 -0.50714
C 0.28104 -4.84587 1.10380
C 1.60115 -4.38489 -0.96009
N 0.71708 -3.90263 0.08795
H -0.07973 -4.30115 1.98155
C 0.17250 -2.70407 -0.02511
O -0.60565 -2.23499 0.85828
H 2.09563 -3.52212 -1.41340
H 0.41169 -2.15517 -0.94926
H -0.51101 -5.50218 0.70807
H 1.04236 -4.91886 -1.74327
C 0.37185 2.49515 2.09691
C -0.75424 2.05616 1.15502
C -1.11037 3.16506 0.18139
O -0.51014 0.84532 0.50082
H 1.29777 2.76023 1.56067
H 0.57970 1.71793 2.84160
H 0.02030 3.38587 2.63789
H -1.63224 1.93399 1.82828
H -0.32981 3.32116 -0.57456
H -2.04836 2.92197 -0.32325
H -1.25131 4.09488 0.74354

Cartesian forces (eV/Å) of the 6 atoms listed first:
-1.1 1.1 -2.5
0.0 -1.2 2.3
0.3 0.7 0.1
-0.1 -0.4 -0.3
-0.1 0.2 -0.3
0.1 0.1 -0.2

Results
HOMO energy (spin up / spin down) (eV): -1.2746 / -1.5580
HOMO-LUMO gap (spin up / spin down) (eV): 3.3 / 3.6
Charge: -1
Spin multiplicity: 4
<S²>: 4.1613



Record 5
One molecule with the formula C28H23N2OP in a non-equilibrium geometry. Source: the Open Molecules 2025 dataset; level of theory: ωB97M-V with the def2-TZVPD basis set.

Element x y z (Å)
C -1.70395 5.31047 0.13826
N -1.26524 3.94443 -0.13527
C -0.01216 3.76464 -0.69940
C 0.75189 4.87813 -1.09739
C 1.98497 4.70993 -1.70993
C 2.45279 3.42387 -2.00733
C 1.69846 2.31057 -1.61649
C 0.48814 2.47315 -0.93664
C -0.31950 1.23047 -0.56822
C 0.37601 0.24154 0.39452
C 1.61404 0.80278 0.93249
N 2.61494 1.18668 1.41311
P 0.84348 -1.55791 -0.22999
O 0.98465 -1.33134 -1.71406
C 2.34142 -2.44182 0.40343
C 2.33076 -3.16225 1.61471
C 3.37512 -4.03881 1.94047
C 4.44396 -4.23625 1.06516
C 4.46041 -3.53210 -0.14232
C 3.42253 -2.65361 -0.46958
C -0.44791 -2.79962 0.19212
C -1.38682 -2.61720 1.22175
C -2.28916 -3.63948 1.53760
C -2.25735 -4.85299 0.84803
C -1.31333 -5.03886 -0.17041
C -0.41176 -4.02001 -0.49028
C -1.76189 1.57270 -0.22594
C -2.72013 0.55007 -0.23450
C -4.07422 0.82134 -0.00823
C -4.48273 2.15005 0.18989
C -3.55256 3.18548 0.13086
C -2.17842 2.90770 -0.03751
H -2.51121 5.28476 0.88016
H -0.86494 5.87375 0.56073
H -2.05830 5.81590 -0.77637
H 0.35960 5.88552 -0.96360
H 2.56894 5.58512 -1.98763
H 3.40003 3.27590 -2.53279
H 2.02581 1.30287 -1.85950
H -0.39649 0.70206 -1.52938
H -0.32848 0.00598 1.21371
H 1.49633 -3.06821 2.30850
H 3.35017 -4.59651 2.88054
H 5.25142 -4.93632 1.30745
H 5.27839 -3.68060 -0.84102
H 3.42933 -2.14520 -1.43212
H -1.43322 -1.68670 1.78214
H -3.01942 -3.49045 2.33436
H -2.97275 -5.64822 1.08307
H -1.27273 -5.97954 -0.71036
H 0.33083 -4.17970 -1.27046
H -2.39797 -0.47341 -0.46541
H -4.80893 0.00168 -0.01593
H -5.53601 2.38505 0.35679
H -3.89685 4.22453 0.14821

Cartesian forces (eV/Å) of the 6 atoms listed first:
0.0 -0.2 0.1
-0.3 0.8 0.5
0.6 -0.2 -0.4
0.0 0.0 0.0
0.1 -0.6 -0.2
-0.1 -0.2 0.2

Results
HOMO energy (eV): -7.3890
HOMO-LUMO gap (eV): 7.8
Charge: 0
Structure (SMILES): CN1c2ccccc2C([C@H](C#N)P(=O)(c2ccccc2)c2ccccc2)c2ccccc21



Record 6
C17H31AlBr2CsF4I2N5O9PRb as an isolated structure in a non-equilibrium geometry. Source: the Open Molecules 2025 dataset; level of theory: ωB97M-V with the def2-TZVPD basis set.

Element x y z (Å)
O 0.32162 -0.67786 4.87159
P -0.26397 -1.62896 3.53775
I 0.97542 -1.06093 1.48139
C -1.97525 -0.96457 3.27912
N -2.42699 -0.82780 2.02067
N -3.62720 -0.32420 1.89745
C -4.23950 0.00118 3.03254
I -6.13404 0.88308 2.83212
N -3.79837 -0.14346 4.26432
N -2.58248 -0.67208 4.40019
H -0.09384 0.18512 4.72470
Rb -0.79848 -1.18194 -0.44255
Br 2.54029 0.24261 -3.01560
C 3.26669 0.99953 -4.67154
C 2.26979 1.00514 -5.79893
Br 2.05915 -0.74109 -6.62055
H 4.16434 0.43809 -4.89929
H 3.53838 2.01872 -4.40726
H 2.63158 1.64679 -6.59812
H 1.28198 1.32924 -5.48843
F 1.33674 -2.00338 -3.81027
Cs 1.64210 -2.52076 4.90489
C -5.13407 3.05052 -4.98680
C -4.22921 2.64184 -6.12864
O -3.02883 3.43973 -6.15452
C -2.07575 3.08877 -5.31770
O -2.11200 2.18028 -4.54226
C -0.85280 4.00190 -5.50610
F -1.20491 5.28665 -5.57858
F -0.20401 3.69044 -6.63326
F 0.00352 3.87101 -4.49314
H -5.35366 4.11681 -5.03783
H -6.07033 2.49579 -5.02660
H -4.66026 2.86318 -4.02348
H -4.72619 2.81850 -7.07865
H -3.97791 1.58360 -6.08435
O -2.26763 -1.63349 7.84663
C -3.40253 -2.14017 7.67968
N -3.94279 -2.07452 6.45810
C -4.18817 -2.80644 8.76564
H -4.84566 -2.42098 6.18650
H -3.33188 -1.61663 5.82467
H -4.36595 -2.09127 9.56719
H -3.61620 -3.64573 9.15602
H -5.14452 -3.17497 8.40612
C 4.72365 -1.33286 9.37877
O 5.29223 -2.15797 8.36248
H 3.63981 -1.39678 9.30063
H 5.02814 -1.67773 10.36804
H 5.03106 -0.29272 9.24623
H 6.24749 -2.09169 8.44453
O -2.97465 -7.07868 6.82701
C -3.51693 -6.05900 7.18531
C -5.05150 -6.60087 8.08931
O -5.61748 -5.57953 8.44231
H -3.92550 -5.36761 6.42259
H -3.02097 -5.41944 7.93866
H -4.67000 -7.28690 8.86533
H -5.56297 -7.26226 7.36839
O 6.22876 2.46195 -5.27099
C 6.25750 2.76455 -6.43046
O 5.09255 2.97514 -7.07149
C 5.00256 3.48721 -8.40780
C 5.16379 2.38983 -9.43841
C 7.55667 2.82986 -7.19551
H 5.70728 4.30600 -8.55398
H 4.00618 3.91765 -8.48706
H 6.14376 1.91775 -9.37441
H 5.03966 2.78964 -10.44436
H 4.42205 1.60761 -9.27604
H 7.84908 1.82042 -7.47947
H 8.31606 3.25061 -6.54195
H 7.52111 3.45684 -8.08257
Al -1.28562 0.10166 7.02207

Cartesian forces (eV/Å) of the 6 atoms listed first:
-3.5 3.1 -1.7
-4.0 0.7 -1.9
4.5 0.7 4.5
2.5 0.1 -0.1
-0.2 0.1 0.3
0.3 -0.3 -0.1

Results
HOMO energy (eV): -10.1806
HOMO-LUMO gap (eV): 2.0
Charge: +2